No. 1
DFT (ωB97M-V with the def2-TZVPD basis set) results for a single C5H9N3S molecule.

Properties
Calculated total energy   -20633.1273 eV
Energy above the lowest of the compared OMol25 structures with the same formula, charge and spin   257.1 kJ/mol
Structure (SMILES)   CNN(C)c1nccs1

Cartesian coordinates (Å):
C: 1.51842 -0.15721 1.67085
N: 1.37017 -0.98993 0.47853
N: 0.94271 -0.29245 -0.60707
C: 1.22471 -1.08853 -1.74375
C: -0.64383 0.32125 -0.39928
N: -1.31556 0.08728 0.63159
C: -2.44811 0.94909 0.63065
C: -2.52050 1.79429 -0.42266
S: -1.04363 1.68883 -1.34469
H: 1.40382 -0.71405 2.60633
H: 2.57454 0.39704 1.67184
H: 0.68218 0.49423 1.63120
H: 0.70244 -1.85708 0.75615
H: 2.41221 -1.25723 -1.75488
H: 0.66407 -2.04364 -1.77061
H: 0.88160 -0.56385 -2.66537
H: -3.16292 0.65990 1.44476
H: -3.24231 2.57207 -0.81359

Atomic partial charges in e from the Löwdin method, atoms 1 to 2: number 1, C, carries -0.13; number 2, N, carries -0.18

=====

No. 2
DFT (ωB97M-V with the def2-TZVPD basis set) results for a gas-phase ion, C5H9N4O (charge +1).

Properties
Calculated total energy   -13330.7638 eV
Net charge   +1
Energy above the lowest of the compared OMol25 structures with the same formula, charge and spin   195.7 kJ/mol
Structure (SMILES)   N[C@@]12C[C@@H](N=CN1)OC2=[NH2+]

Cartesian coordinates (Å):
N: 2.01926 -0.65629 -0.26167
C: 0.65171 -0.47496 -0.06607
C: -0.19735 -0.55231 -1.29747
C: -1.54984 0.04285 -0.77826
N: -2.11360 -0.59010 0.35776
C: -1.32436 -1.22482 1.14197
N: 0.07916 -1.21417 1.05099
O: -1.18464 1.41243 -0.35197
C: -0.03770 1.26219 0.24625
N: 0.60126 2.21731 0.79603
H: 2.24296 -0.50771 -1.23154
H: 2.71131 -0.21338 0.32004
H: -0.27184 -1.57788 -1.58018
H: 0.30059 0.04644 -2.05239
H: -2.33620 0.32748 -1.63720
H: -1.77373 -1.48043 2.13249
H: 0.46613 -2.14805 1.02441
H: 1.40800 2.11083 1.32547
H: 0.30887 3.22057 0.86135

Atomic partial charges in e from the Löwdin method, atoms 1 to 2: number 1, N, carries 0.16; number 2, C, carries -0.39

=====

No. 3
DFT (ωB97M-V with the def2-TZVPD basis set) results for a gas-phase ion, C5H9N4O3 (charge +1).

Properties
Calculated total energy   -17416.1180 eV
Net charge   +1
Energy above the lowest of the compared OMol25 structures with the same formula, charge and spin   912.7 kJ/mol

Cartesian coordinates (Å):
C: -1.75901 0.61504 2.78737
C: -1.61285 -0.72696 3.10241
C: 0.00336 -0.89745 -2.10355
C: 1.83152 -0.13125 -0.49842
C: -2.55582 1.74909 2.97079
N: -3.80355 1.52089 3.92921
N: -0.09254 -0.97574 1.45425
N: -0.26124 -1.11787 0.24408
N: 0.50441 -0.74948 -0.71915
O: -1.95546 -1.05349 4.20855
O: -4.11599 0.44271 4.11238
O: -0.93722 -1.60557 2.22413
H: 0.85517 -1.07982 -2.66307
H: -0.54290 -1.83270 -2.28254
H: -0.60537 -0.10289 -2.45121
H: 1.96443 0.27647 -1.56065
H: 1.78351 0.75141 0.23429
H: 2.65576 -0.80300 -0.18586
H: -2.97623 2.22358 2.16004
H: -2.05073 2.63765 3.54495
H: 0.77118 -0.65489 2.04322

Atomic partial charges in e from the Löwdin method, atoms 1 to 2: number 1, C, carries 0.14; number 2, C, carries -0.50

=====

No. 4
DFT (ωB97M-V with the def2-TZVPD basis set) results for a single C5H9N5O2 molecule.

Properties
Calculated total energy   -16872.4242 eV
Energy above the lowest of the compared OMol25 structures with the same formula, charge and spin   318.7 kJ/mol
Structure (SMILES)   C=CCn1c(=O)n(N)c(=O)n1N

Cartesian coordinates (Å):
C: -2.05628 0.66208 -0.28491
C: -1.62723 0.64620 -1.54957
C: -0.20087 0.23889 -1.88798
N: 0.50684 -0.30209 -0.74392
C: 0.30723 -1.42051 -0.02278
O: -0.16577 -2.50486 -0.26713
N: 1.11215 -1.22204 1.10349
N: 1.04877 -2.20207 2.11102
C: 1.21129 0.08052 1.49257
O: 1.45564 0.48895 2.60849
N: 0.76391 0.87965 0.43792
N: 0.95658 2.08478 0.03615
H: -3.16806 0.83749 -0.15501
H: -1.41753 0.58027 0.58781
H: -2.15508 0.79284 -2.43502
H: 0.29960 1.01008 -2.31277
H: -0.42711 -0.57030 -2.61993
H: 0.94990 -3.01551 1.52735
H: 0.58303 -2.06491 2.95905
H: 1.86790 2.46114 -0.17763
H: 0.15508 2.53938 -0.40721

Atomic partial charges in e from the Löwdin method, atoms 1 to 2: number 1, C, carries 0.02; number 2, C, carries -0.15

=====

No. 5
DFT (ωB97M-V with the def2-TZVPD basis set) results for a single C5H9NO molecule.

Properties
Calculated total energy   -8863.5334 eV
Energy above the lowest of the compared OMol25 structures with the same formula, charge and spin   548.0 kJ/mol

Cartesian coordinates (Å):
C: -1.66951 -0.10206 1.46494
C: -1.30874 0.15900 -0.01073
N: -1.24618 1.43886 -0.39414
C: 0.07999 0.43173 -0.98959
C: 1.52434 0.35086 -0.51327
C: 1.97070 -1.03210 -0.11674
O: 1.26602 -2.00920 -0.18876
H: -1.26050 0.64292 2.15090
H: -2.75750 0.08188 1.43554
H: -1.55347 -1.11701 1.85794
H: -1.82581 -0.60515 -0.63203
H: -0.05094 1.42294 -1.46113
H: -0.14060 -0.25425 -1.81046
H: 1.75421 1.07055 0.27904
H: 2.19124 0.64672 -1.34883
H: 3.02630 -1.11155 0.22388

Atomic partial charges in e from the Löwdin method, atoms 1 to 2: number 1, C, carries -0.06; number 2, C, carries -0.43

=====

No. 6
DFT (ωB97M-V with the def2-TZVPD basis set) results for a molecular structure, C5H9NO.

Properties
Calculated total energy   -8864.7386 eV
Energy above the lowest of the compared OMol25 structures with the same formula, charge and spin   431.7 kJ/mol

Cartesian coordinates (Å):
C: -0.35649 0.05973 -1.68298
C: -0.29322 0.02106 -0.15874
C: -1.16611 0.96436 0.57038
C: 0.02058 -1.40233 0.46232
N: 1.37957 -0.90339 0.82076
C: 1.06925 0.32544 0.43753
O: 1.64124 1.43223 0.78459
H: -0.31721 1.09834 -2.02720
H: -1.30527 -0.36757 -2.02548
H: 0.47132 -0.48925 -2.14897
H: -1.81884 1.59268 -0.03385
H: 0.87526 2.07226 0.68089
H: -1.58890 0.62423 1.51673
H: -0.56831 -1.59206 1.36166
H: 0.03529 -2.27678 -0.19461
H: 1.92184 -1.15894 1.63695

Atomic partial charges in e from the Löwdin method, atoms 1 to 2: number 1, C, carries -0.04; number 2, C, carries -0.53

=====

No. 7
DFT (ωB97M-V with the def2-TZVPD basis set) results for a single C5H9NO molecule.

Properties
Calculated total energy   -8865.7062 eV
Energy above the lowest of the compared OMol25 structures with the same formula, charge and spin   338.3 kJ/mol
Structure (SMILES)   C=CO[C@H](C)N=C

Cartesian coordinates (Å):
C: -1.19404 1.95910 -0.97833
C: -1.17000 1.23437 0.14708
O: -1.06984 -0.17956 0.33735
C: 0.02260 -0.75789 -0.36501
C: 0.16096 -2.21033 0.07302
N: 1.23720 0.01590 -0.12474
C: 1.73396 0.50191 0.93812
H: -0.65038 1.68777 -1.87388
H: -1.74638 2.89228 -0.99371
H: -1.61747 1.61697 1.05863
H: -0.14954 -0.74844 -1.44748
H: 0.22907 -2.28493 1.16284
H: 1.02899 -2.69751 -0.38175
H: -0.74729 -2.75630 -0.20320
H: 1.11678 1.03119 1.67799
H: 2.81537 0.69546 0.97307

Atomic partial charges in e from the Löwdin method, atoms 1 to 2: number 1, C, carries 0.02; number 2, C, carries -0.20

=====

No. 8
DFT (ωB97M-V with the def2-TZVPD basis set) results for a single C5H9NO molecule.

Properties
Calculated total energy   -8867.2540 eV
Energy above the lowest of the compared OMol25 structures with the same formula, charge and spin   189.0 kJ/mol
Structure (SMILES)   CC(=O)[C@@H]1CN1C

Cartesian coordinates (Å):
C: -1.41515 1.06270 1.46213
C: -1.52499 -0.13331 0.55008
O: -2.58370 -0.67181 0.30188
C: -0.26093 -0.67713 -0.05460
C: 1.09536 -0.50148 0.54241
N: 0.68997 0.28561 -0.59361
C: 1.27037 -0.07337 -1.87682
H: -2.41412 1.42145 1.70897
H: -0.90256 0.76202 2.38388
H: -0.82247 1.85625 0.99766
H: -0.42680 -1.59206 -0.62391
H: 1.80191 -1.31615 0.37846
H: 1.22857 0.04119 1.47573
H: 2.20096 0.48487 -2.01571
H: 0.57401 0.20234 -2.67433
H: 1.48958 -1.15113 -1.96223

Atomic partial charges in e from the Löwdin method, atoms 1 to 2: number 1, C, carries -0.01; number 2, C, carries -0.40

=====

No. 9
DFT (ωB97M-V with the def2-TZVPD basis set) results for a single C5H9NO molecule.

Properties
Calculated total energy   -8866.5564 eV
Energy above the lowest of the compared OMol25 structures with the same formula, charge and spin   256.3 kJ/mol
Structure (SMILES)   C=CC[C@H](N)C=O

Cartesian coordinates (Å):
C: -1.41668 2.28240 -0.39733
C: -1.21936 0.96735 -0.35028
C: -0.30976 0.30018 0.71854
C: 0.28872 -0.99303 0.15040
N: 0.83518 -1.84692 1.23205
C: 1.36624 -0.49127 -0.89954
O: 1.02517 -0.29765 -2.02405
H: -1.10881 2.92951 0.41339
H: -1.87508 2.59892 -1.32598
H: -1.45837 0.29069 -1.15599
H: -0.90385 -0.00394 1.59485
H: 0.39701 1.01079 1.17184
H: -0.37682 -1.47838 -0.56305
H: 0.56628 -2.81494 1.00459
H: 1.79990 -1.99349 0.89014
H: 2.39023 -0.46023 -0.45958

Atomic partial charges in e from the Löwdin method, atoms 1 to 2: number 1, C, carries 0.00; number 2, C, carries -0.17

=====

No. 10
DFT (ωB97M-V with the def2-TZVPD basis set) results for a single C5H9NO molecule.

Properties
Calculated total energy   -8866.3756 eV
Energy above the lowest of the compared OMol25 structures with the same formula, charge and spin   273.7 kJ/mol
Structure (SMILES)   [H]/N=C1/CC[C@H](O)C1

Cartesian coordinates (Å):
H: -0.41406 2.36552 0.04383
N: -0.88346 1.59525 0.49294
C: -0.87440 0.55395 -0.25651
C: -1.46757 -0.59114 0.43237
C: 0.13843 -0.97811 0.80068
C: 1.18322 -0.30971 -0.23943
O: 1.99340 0.72099 0.27937
C: 0.17734 0.20140 -1.28372
H: -1.90855 -1.48126 -0.00760
H: -2.28429 -0.12917 1.03624
H: 0.43559 -0.69118 1.80922
H: 0.18047 -2.04336 0.62546
H: 1.92959 -1.02642 -0.62562
H: 1.40672 1.36911 0.69478
H: -0.11200 -0.62338 -1.94579
H: 0.49956 1.06752 -1.85622

Atomic partial charges in e from the Löwdin method, atoms 1 to 2: number 1, H, carries 0.05; number 2, N, carries 0.12

=====

| no. | strongest force on any atom (eV Å⁻¹) |
| --- | --- |
| 1 | 5.8 |
| 2 | 3.7 |
| 3 | 4.8 |
| 4 | 5.0 |
| 5 | 0.5 |
| 6 | 0.4 |
| 7 | 3.3 |
| 8 | 0.4 |
| 9 | 2.8 |
| 10 | 1.8 |